No. 1
Computed, not measured: a molecular structure, C47H50BN5O6Ta in a non-equilibrium geometry, with ωB97M-V with the def2-TZVPD basis set.

Last column: Löwdin charge in e.
Atoms and positions in Å:
H: 0.79131 -3.57332 -4.50343  0.081
H: 2.21041 2.54675 -0.02203  0.105
H: 2.89633 -3.90070 2.40444  0.114
H: 4.84100 -1.08052 -1.56747  0.130
C: -0.86432 -2.57493 0.15295  -0.369
O: 1.19200 1.95552 3.26622  0.159
C: 2.07582 -3.02307 -2.85559  -0.363
H: -1.39693 3.50846 -2.96070  0.123
C: 3.31294 4.36391 -0.11096  -0.038
H: -0.03550 0.57739 -5.12687  0.053
C: 3.95376 -0.46993 -1.60658  -0.047
C: 3.39660 -3.28679 -3.58608  -0.042
H: 3.53539 0.35050 -6.25516  0.083
H: 4.18842 1.51159 -5.09453  0.073
C: 2.06064 1.08305 -4.84154  -0.359
H: -1.59815 -7.07857 0.78655  0.109
N: 2.47553 1.16616 -1.96905  0.026
H: 2.23023 0.24646 -4.16156  0.116
H: 0.69791 5.19395 0.19018  0.082
H: -4.85471 1.75303 2.77088  0.131
H: 3.01320 -0.33724 1.28930  0.116
H: 2.93890 -2.18428 3.71980  0.078
C: -3.10741 1.20091 1.67452  -0.151
C: 0.42076 1.58437 2.43472  -0.529
H: -2.52954 3.53181 -5.17610  0.119
C: -1.30717 -6.13043 1.21881  -0.063
C: 3.78839 0.74861 -2.15889  -0.040
H: 4.16532 3.92665 -0.63300  0.084
O: 0.73782 1.06066 1.25870  -0.220
H: -3.52171 2.72951 4.65006  0.127
H: 0.65678 1.50316 -6.45839  0.081
H: 0.82502 5.55220 -4.40843  0.110
C: 1.14001 4.64755 -3.90318  -0.068
C: 2.83915 -2.41037 0.86501  -0.127
H: 3.17370 2.07084 -6.42159  0.084
H: 4.50807 1.36537 -2.67121  0.131
H: 3.20107 5.39452 -0.45563  0.084
C: -1.07418 1.67955 2.59018  -0.156
C: 3.31598 1.26376 -5.69906  -0.046
H: -1.57400 -5.03390 -0.60862  0.114
C: 2.14200 -4.52637 -0.82608  -0.025
H: 3.54094 4.38404 0.95619  0.086
N: -1.28212 -2.55640 -1.05981  0.122
H: 1.23388 -4.93233 -3.48460  0.076
H: -3.29279 1.42133 -6.21111  0.114
Ta: -0.26512 0.25938 -0.22911  1.918
C: 0.86245 4.13951 0.41928  -0.057
C: 2.03552 3.56254 -0.37447  -0.367
C: -3.82125 0.55011 0.53957  -0.437
H: 1.88049 -5.35663 -1.47027  0.113
C: 2.63880 -1.30665 3.14368  -0.058
C: -1.75435 2.59712 -3.42046  0.016
C: -3.02885 2.29244 3.79243  0.009
C: -0.93774 -6.05952 2.55741  -0.065
H: 1.06466 -0.19821 -6.27316  0.087
N: -1.16317 -1.25902 -1.56302  -0.096
C: -1.95073 0.17870 -3.35384  -0.155
C: -2.37747 2.59248 -4.66010  -0.033
O: -0.95550 1.37735 -1.56344  -0.231
C: 2.25022 -3.24588 -1.36324  -0.125
H: 5.30541 -1.21996 0.92351  0.070
O: -0.37196 -1.45201 0.70172  -0.196
H: -0.07294 3.61302 0.20272  0.067
H: -0.23167 -2.75594 2.75450  0.102
C: 2.37009 -4.75527 0.51961  -0.059
H: 5.15139 -2.23078 2.36135  0.087
H: 3.69052 -4.33328 -3.47538  0.089
H: -1.00784 2.63778 4.49224  0.137
C: 1.37656 3.49371 -4.62998  -0.036
H: -2.20475 -1.96857 -3.14823  0.148
C: -0.54522 -3.70074 2.33444  -0.024
H: 1.54940 -1.31265 3.06271  0.062
C: 3.29402 -1.27749 1.76575  -0.361
C: -1.29872 -4.99004 0.43660  -0.020
C: 2.59699 -2.20031 -0.49752  -0.125
N: 2.75573 -0.88287 -1.03928  0.025
C: -1.76421 -1.08631 -2.69089  -0.018
C: 2.71447 -3.70538 1.35523  -0.029
H: 1.06416 4.07187 1.49059  0.079
O: -3.23399 -0.03411 -0.33641  0.105
C: -0.56172 -4.84581 3.11474  -0.061
H: -0.94381 -6.95482 3.16555  0.109
H: -2.91018 -0.72611 -5.04806  0.126
C: 1.75277 3.50378 -1.86273  -0.132
C: -1.65047 2.24827 3.71511  0.053
B: 1.77513 0.14820 -1.23514  -0.452
H: 2.93010 -0.42422 3.71367  0.083
H: 1.23901 3.50293 -5.70455  0.115
C: 4.82029 -1.29859 1.89735  -0.040
C: 1.98791 2.34835 -2.61562  -0.114
H: 3.29766 -3.07449 -4.65279  0.082
H: 0.03130 -3.78527 -2.91118  0.054
N: -1.77360 1.17065 1.58551  0.115
C: 1.79704 2.32333 -4.00507  -0.122
C: -1.55590 1.39125 -2.77850  -0.275
H: 2.27970 -5.75718 0.92108  0.112
C: -2.80446 1.40582 -5.24682  -0.060
C: 0.96427 -3.87426 -3.46790  -0.067
C: 1.31837 4.64590 -2.52987  -0.035
H: 1.81763 -1.97145 -3.00540  0.113
H: -5.52906 0.18440 -0.14098  0.152
C: -0.91499 -3.77178 0.99574  -0.158
O: -5.14276 0.65380 0.61562  0.160
C: -3.77523 1.75383 2.75138  0.044
H: -0.27283 -4.79228 4.15608  0.110
H: 4.20391 -2.67036 -3.19061  0.065
C: 0.86544 0.72389 -5.72286  -0.044
C: -2.59250 0.20616 -4.59678  -0.023
H: 1.14786 5.55746 -1.96984  0.114
H: 5.16454 -0.46849 2.51679  0.085

Its frontier orbital gap is 6.172 eV. For the total energy, the calculation gives -71516.6166 eV. Its spin multiplicity is 1. As for the LUMO energy: -0.146 hartree. The net charge is +1. As for the energy above the lowest of the compared OMol25 structures with the same formula, charge and spin: 0.0 kJ/mol.

No. 2
Computed, not measured: a molecular structure, C3H5N2O2 in a non-equilibrium geometry, with ωB97M-V with the def2-TZVPD basis set.

Last column: Löwdin charge in e.
Atoms and positions in Å:
C: -0.02008 -0.19474 0.27507  -0.112
H: 0.54390 1.37723 2.00336  0.079
H: -0.91174 0.11827 0.78639  0.008
N: -1.45496 -1.74448 -0.73989  -0.009
H: -1.60302 -2.07067 -1.67779  0.054
C: 1.84964 2.04455 0.57592  -0.791
H: 1.70690 0.01257 1.58230  0.019
O: 2.14223 2.03417 -0.63924  -0.085
O: 2.00587 3.02914 1.35830  -0.113
H: -2.25884 -1.13122 -0.52111  0.069
N: -0.19261 -1.11804 -0.67049  -0.128
C: 1.23392 0.87296 1.30822  0.009

Its frontier orbital gap (spin up / spin down) is 5.877 / 5.702 eV. Its expectation value of S² is 2.01. For the total energy, the calculation gives -10261.3619 eV. Its spin multiplicity is 3. As for the LUMO energy (spin up / spin down): 0.141 / 0.067 hartree. The net charge is -1. As for the energy above the lowest of the compared OMol25 structures with the same formula, charge and spin: 286.9 kJ/mol.

No. 3
Computed, not measured: a molecular structure, C11H21AlBrClIO5SY in a non-equilibrium geometry, with ωB97M-V with the def2-TZVPD basis set.

Last column: Löwdin charge in e.
Atoms and positions in Å:
H: 2.26748 0.56882 3.42481  0.110
H: -2.17379 3.81889 0.48022  0.009
H: 2.08158 -1.32314 -2.26236  0.079
H: -1.45813 -2.11857 -0.23072  0.128
H: 3.04692 0.78032 1.85553  0.084
H: 1.12990 -1.49860 2.49356  0.131
H: 1.28927 0.99098 2.00104  0.002
C: 0.35317 -0.14911 -1.46305  -0.720
H: -0.09508 -2.88711 -1.10003  0.120
H: 2.32101 -0.27073 0.05957  0.001
C: -0.78030 -4.25475 1.06983  -0.041
H: -4.43478 2.72855 0.65252  0.119
C: 1.92586 -1.02752 1.94899  -0.206
H: -0.52122 2.51272 1.28632  0.037
H: -1.15363 -4.59602 0.11436  0.094
H: 3.40445 0.44779 -0.81385  0.095
O: 3.96363 1.16978 -2.80332  -0.208
H: -3.46838 4.55811 -0.36958  0.053
Cl: 2.64866 -2.53817 -0.18622  0.825
C: 0.34563 -1.01098 -0.13539  -0.482
S: 2.85663 0.88804 -1.97316  0.809
H: -3.27110 0.37406 -0.50165  0.058
H: -0.10842 -5.00847 1.43964  0.097
C: -2.86277 3.66909 -0.33479  -0.652
C: -2.98937 1.14832 0.19433  -0.182
H: -4.33201 2.28470 -1.00747  0.105
C: 1.77245 -1.12729 0.43478  -0.616
I: -1.76219 3.70118 -2.15079  1.009
C: 2.13935 0.41484 2.36807  -0.073
Al: -1.04468 1.26259 0.32739  0.067
C: -0.39861 -2.32816 -0.21749  -0.231
Y: 1.42039 2.47118 0.06960  1.747
H: 2.83683 -1.54924 2.19940  0.115
O: -0.31551 -0.25768 0.85207  -0.110
O: 0.09494 1.13799 -1.07868  -0.431
C: -3.73526 2.46009 -0.12481  -0.341
Br: -1.11459 -0.65615 -2.68679  0.957
O: -0.07969 -3.02578 0.94720  -0.192
H: -1.63011 -4.13883 1.72379  0.097
H: -3.34765 0.80692 1.15791  0.077
H: 1.48017 -0.22531 -3.47442  0.111
C: 1.67597 -0.33322 -2.41762  -0.184
O: 2.02295 2.12985 -1.76877  -0.469

Its frontier orbital gap is 6.226 eV. For the total energy, the calculation gives -131108.5759 eV. Its spin multiplicity is 1. As for the LUMO energy: -0.328 hartree. The net charge is +2.

No. 4
Computed, not measured: a molecular structure, C22H22IrN4S2Se in a non-equilibrium geometry, with ωB97M-V with the def2-TZVPD basis set.

Last column: Löwdin charge in e.
Atoms and positions in Å:
C: 1.98446 1.59215 -0.10929  -0.118
N: -0.43554 -2.03545 -0.21329  -0.393
C: 2.26416 -0.56765 -1.19209  -0.056
H: 1.75456 -0.23905 -2.10159  0.095
H: -0.80544 4.59505 0.57821  0.128
Ir: -0.48684 -0.04505 -0.17909  0.928
C: 1.93876 -1.00765 3.57141  -0.105
C: -0.78384 -4.23125 -0.99969  -0.357
H: 0.39866 1.95335 -2.29599  0.091
S: -2.78904 0.19025 -0.19069  0.861
S: -0.25904 -0.05385 2.38401  0.780
H: 1.04576 3.50035 0.09581  0.139
H: -1.48194 -1.26355 -2.58439  0.081
C: -4.00524 3.72025 1.24821  -0.019
H: 0.64926 2.37965 1.41251  0.111
N: -0.27854 -4.60815 0.18271  -0.225
H: 1.29796 -1.09195 4.43541  0.116
C: -2.79604 1.85225 0.33471  -0.548
Se: 0.14576 -3.26135 1.19401  1.241
H: 5.12466 -1.49185 2.59191  0.121
C: 0.80356 2.45935 0.33281  -0.163
N: 1.69986 0.12835 -0.02099  -0.271
C: -1.67474 3.96025 0.65191  0.020
C: 3.26016 -1.38455 3.65151  -0.040
H: 3.33046 -0.36625 -1.31499  0.104
H: 2.85356 1.84585 0.50421  0.153
H: 2.23506 1.82535 -1.14519  0.124
C: -0.88244 -2.80955 -1.21719  -0.368
H: -2.09734 -5.28175 -3.93889  0.121
C: -1.83564 -3.23325 -3.40069  -0.028
H: 2.12426 -1.64425 -1.08789  0.098
H: -4.91264 4.14335 1.64431  0.129
H: -2.87874 5.52965 1.44781  0.130
C: -1.62964 2.63565 0.25661  -0.280
H: -2.24904 -2.84715 -4.31739  0.123
C: 4.07766 -1.24295 2.53711  -0.030
C: -2.85954 4.49575 1.14791  0.006
N: -0.44334 2.03145 -0.33819  -0.337
C: 2.22806 -0.41015 1.22311  -0.307
H: 4.23056 -0.66855 0.49831  0.119
H: -0.35124 3.49735 -1.87219  0.122
H: 3.66646 -1.76745 4.57381  0.125
C: -1.21324 -5.11105 -1.98639  0.034
C: -1.40484 -2.33235 -2.42409  -0.042
C: 3.56236 -0.76585 1.33801  -0.011
C: -1.74614 -4.59745 -3.18359  -0.026
H: -1.13904 -6.17305 -1.81199  0.132
C: -3.98194 2.40545 0.83061  -0.055
H: -4.86304 1.78865 0.89591  0.122
H: -1.36524 2.10255 -2.23819  0.104
C: 1.40686 -0.51305 2.36741  -0.662
C: -0.43374 2.41315 -1.76629  -0.019

Its frontier orbital gap (spin up / spin down) is 5.910 / 4.920 eV. Its expectation value of S² is 0.79. For the total energy, the calculation gives -118971.7780 eV. Its spin multiplicity is 2. As for the LUMO energy (spin up / spin down): -0.298 / -0.335 hartree. The net charge is +2.

No. 5
Computed, not measured: C3H7F2NO in the gas phase in a non-equilibrium geometry, with ωB97M-V with the def2-TZVPD basis set.

Last column: Löwdin charge in e.
Atoms and positions in Å:
C: -1.76248 1.34588 1.48710  -0.482
N: -0.03395 0.42810 0.30914  -0.245
H: 1.53343 0.51281 -0.84219  0.079
F: -2.47760 1.18565 2.60674  0.109
C: -0.80922 -0.75447 -0.15250  -0.032
H: -2.32263 0.98174 0.68803  0.133
H: -0.01051 -1.29641 -0.51397  0.048
C: 1.43246 0.34591 0.19865  -0.041
H: 1.70153 -0.62471 0.65521  0.088
H: -1.32688 -1.32075 0.66583  0.128
H: 1.95162 1.03538 0.91421  0.106
F: -1.71566 2.67765 1.28102  0.090
H: -1.36469 -0.46855 -0.92809  0.038
O: -0.50245 0.79128 1.60758  -0.018

Its frontier orbital gap is 9.797 eV. For the total energy, the calculation gives -12194.2477 eV. Its spin multiplicity is 1. As for the LUMO energy: 0.034 hartree. The net charge is 0. As for the energy above the lowest of the compared OMol25 structures with the same formula, charge and spin: 173.7 kJ/mol.